# C3H7N

A 2-piece molecular cluster, C3H7N overall in a non-equilibrium geometry (ωB97M-V/def2-TZVPD, the Open Molecules 2025 dataset).

The geometry in XYZ format:
```
11
Properties=species:S:1:pos:R:3
N 1.93 0.76 1.02
H -0.74 -1.00 -0.97
H -2.99 -0.56 -0.60
H 2.89 1.06 0.84
H -2.66 1.26 -0.53
H 0.85 -0.93 0.99
H -0.33 0.75 -0.32
C 1.79 -0.46 0.73
C -2.29 0.25 -0.67
C -0.97 0.06 -0.85
H 2.51 -1.19 0.36
```

Summary:
**Highest occupied orbital energy**: -9.813 eV
**Relative energy (zero: lowest compared OMol25 entry of this formula, charge and spin)**: 1.966 eV
**SMILES**: C=C.C=N
**Gap between HOMO and LUMO**: 11.007 eV
**Total energy**: -173.1698 a.u.
**Net charge**: 0
**Multiplicity**: 1



# C13H21BO2

A single C13H21BO2 molecule in a non-equilibrium geometry (ωB97M-V/def2-TZVPD, the Open Molecules 2025 dataset).

The geometry in XYZ format:
```
37
Properties=species:S:1:pos:R:3
B 2.55 -4.18 1.83
H -2.90 3.79 1.59
H 3.45 -0.78 -1.44
C 0.93 -0.20 -2.04
H -0.56 1.40 -2.12
H 4.28 -2.44 0.30
C 2.80 -1.45 -0.92
H -3.81 2.49 0.93
H 0.37 -3.68 1.01
O 3.12 -5.43 1.64
C -1.94 2.76 -0.09
H -4.77 4.74 0.27
C 1.44 -1.30 -1.14
C 0.07 1.12 -0.05
H 0.67 -0.55 -3.05
H 0.49 0.33 0.58
C 1.01 -3.03 0.45
C 3.26 -2.34 0.04
H -1.84 0.84 0.89
C 0.53 -2.10 -0.47
H -0.50 -1.99 -0.71
C -3.92 4.32 -0.25
C -0.24 0.60 -1.44
C -3.17 3.34 0.63
H -2.25 2.41 -1.06
H -3.34 5.17 -0.56
H 0.87 1.89 -0.12
H -1.20 3.54 -0.34
H -1.12 -0.04 -1.41
H 1.79 0.44 -2.25
C -1.16 1.67 0.67
C 2.36 -3.18 0.64
H -4.26 3.84 -1.17
H -0.90 2.05 1.65
O 2.06 -3.87 3.10
H 2.39 -4.56 3.70
H 3.45 -5.61 0.72
```

Summary:
**Highest occupied orbital energy**: -9.071 eV
**SMILES**: CCCCCCCc1ccc(B(O)O)cc1
**Gap between HOMO and LUMO**: 9.600 eV
**Total energy**: -683.3921 a.u.
**Net charge**: 0
**Multiplicity**: 1



# C26H25BCaClN6O5S

C26H25BCaClN6O5S as an isolated structure in a non-equilibrium geometry (ωB97M-V/def2-TZVPD, the Open Molecules 2025 dataset).

The geometry in XYZ format:
```
66
Properties=species:S:1:pos:R:3
N -1.74 3.83 0.28
H -1.15 -3.53 0.97
H 2.71 -0.59 -3.25
H 5.25 2.03 5.30
H 0.24 -1.47 3.81
H -2.77 -3.06 -4.85
Cl 6.12 3.15 -3.54
H -0.61 -4.06 -0.64
H 4.67 4.39 5.01
H 0.32 0.22 4.06
N -0.86 2.71 -1.72
N 0.37 -0.55 3.42
N -1.62 -0.40 -2.27
Ca -0.14 0.51 -0.88
H -3.33 3.65 1.59
C 2.52 2.07 -1.02
B 1.46 1.87 1.19
H 4.83 4.54 -1.44
O 1.22 -0.51 -1.88
H -2.28 -3.73 -2.53
C 2.69 3.08 2.65
H -1.35 7.08 1.10
H -1.20 4.78 2.04
C -1.87 -0.09 -3.52
C 4.31 3.61 -1.60
C 2.27 -0.02 -2.41
H 0.00 4.90 0.74
N -1.03 -1.06 0.23
C 4.08 1.55 -2.82
C -2.31 -0.98 -4.49
C 3.08 1.73 2.76
C -1.07 4.92 0.96
C 3.26 4.05 3.43
N -0.58 -1.33 1.47
C -2.46 -2.33 -4.12
O -3.12 6.21 0.75
C -1.73 6.23 0.53
H -2.33 -3.99 -0.28
H -2.50 -0.66 -5.50
O 2.42 0.97 1.86
H 2.99 5.09 3.32
C -3.17 3.79 0.52
H 4.43 0.86 -3.58
H -1.53 6.41 -0.54
O 1.75 3.23 1.70
C -1.40 -2.06 -0.56
C 4.20 3.65 4.38
O 1.43 1.73 -0.26
H -3.61 2.97 -0.03
C 3.20 3.26 -0.84
C 4.55 2.32 4.53
H -4.82 5.21 0.34
C 2.92 1.18 -2.07
C 4.00 1.33 3.70
C -1.38 -3.50 -0.10
C -2.18 -2.69 -2.84
S -0.39 1.40 1.78
H 2.86 3.94 -0.07
C -1.25 3.24 -0.77
H 4.30 0.29 3.80
C -0.21 -0.34 2.19
C 4.73 2.72 -2.58
H -1.71 0.96 -3.78
C -3.76 5.14 0.08
C -1.75 -1.73 -1.88
H -3.64 5.25 -1.01
```

Summary:
**Highest occupied orbital energy (spin up / spin down)**: -2.350 / -2.529 eV
**Relative energy (zero: lowest compared OMol25 entry of this formula, charge and spin)**: 1.464 eV
**Gap between HOMO and LUMO (spin up / spin down)**: 4.736 / 4.907 eV
**Total energy**: -3271.5749 a.u.
**Net charge**: -1
**Multiplicity**: 1



# C17H31Cl3O2P2Pt

C17H31Cl3O2P2Pt as an isolated structure in a non-equilibrium geometry (ωB97M-V/def2-TZVPD, the Open Molecules 2025 dataset).

The geometry in XYZ format:
```
56
Properties=species:S:1:pos:R:3
C 2.15 -0.33 -0.12
H 3.26 -0.34 -0.22
H -2.54 1.96 -1.76
C -1.52 0.32 5.24
H 1.68 -0.73 -1.04
H -2.72 -1.50 -4.20
Pt -1.15 -0.26 -1.21
P 0.73 1.88 1.43
O -1.29 1.41 2.99
H 1.66 -3.40 -0.66
H -3.80 -1.83 -2.86
C -2.91 -1.27 -3.16
C -0.38 0.53 -4.03
C 0.02 3.20 0.34
P 1.79 -1.62 1.06
Cl -3.03 -0.40 4.63
H -0.70 2.72 -0.36
C 0.06 -0.95 -3.85
H -0.28 2.08 -2.50
H 2.69 -2.51 2.96
H 0.84 3.65 -0.26
C -1.81 -1.81 -2.27
C 0.32 -1.08 1.93
H 3.83 -2.61 1.51
O 0.18 1.84 4.69
H 1.15 1.35 -0.91
H 1.26 2.48 3.64
H 0.10 -1.96 2.54
C -0.80 1.15 -2.73
C -2.19 1.09 -2.32
H -3.62 0.71 -3.92
H 1.16 -0.96 -3.90
H 0.35 -2.20 -2.03
H 3.62 -1.01 2.41
H 0.02 -2.90 -0.09
Cl -0.36 -1.00 5.61
H 0.47 1.10 -4.44
C 1.83 2.65 2.66
H 1.91 3.73 2.44
H 2.65 1.77 0.05
H -4.12 0.26 -2.29
C 1.08 -3.05 0.21
H -0.30 -1.60 -4.67
H -0.56 -0.87 1.26
H -1.19 0.58 -4.77
H -0.49 3.94 0.99
C 1.72 1.15 0.04
Cl -1.86 1.28 6.68
H -2.02 -2.79 -1.80
H 2.82 2.15 2.70
H 0.49 -0.24 2.62
C -3.26 0.25 -2.99
C -0.37 -1.54 -2.53
C 3.16 -1.97 2.11
C -0.83 1.32 4.17
H 1.10 -3.83 0.99
```

Summary:
**Highest occupied orbital energy (spin up / spin down)**: -11.028 / -15.082 eV
**Relative energy (zero: lowest compared OMol25 entry of this formula, charge and spin)**: 0.000 eV
**Gap between HOMO and LUMO (spin up / spin down)**: 5.249 / 4.494 eV
**Total energy**: -2998.5451 a.u.
**Net charge**: +2
**Multiplicity**: 5



# C4H6F2O

A single C4H6F2O molecule in a non-equilibrium geometry (ωB97M-V/def2-TZVPD, the Open Molecules 2025 dataset).

The geometry in XYZ format:
```
13
Properties=species:S:1:pos:R:3
H -1.92 0.60 -0.25
F -0.05 -2.25 -0.38
C 0.22 0.01 0.27
F 1.13 2.11 0.89
H -1.74 -0.67 1.05
H -0.36 -0.85 -1.79
H 0.82 -1.55 1.20
O 0.83 -0.60 1.38
C -0.30 -0.97 -0.73
C -1.27 -0.16 0.18
H 1.70 1.11 -0.79
H 0.12 1.94 -0.82
C 0.82 1.30 -0.20
```

Summary:
**Highest occupied orbital energy**: -10.129 eV
**Relative energy (zero: lowest compared OMol25 entry of this formula, charge and spin)**: 1.625 eV
**SMILES**: O[C@]1(CF)C[C@@H]1F
**Gap between HOMO and LUMO**: 10.998 eV
**Total energy**: -430.9242 a.u.
**Net charge**: 0
**Multiplicity**: 1



# C3H6O5S4

C3H6O5S4 as an isolated structure in a non-equilibrium geometry (ωB97M-V/def2-TZVPD, the Open Molecules 2025 dataset).

The geometry in XYZ format:
```
18
Properties=species:S:1:pos:R:3
O 2.64 -0.04 0.72
O 3.50 2.10 0.48
O 1.43 1.72 -0.40
C 0.25 1.21 -0.53
H -1.94 -0.27 -0.99
S 0.42 -1.77 0.04
O 2.70 -0.85 -1.52
S 3.05 1.03 -0.35
H -3.28 -1.25 0.58
O 3.12 -2.52 0.18
H 0.00 0.50 -1.22
H -3.23 0.94 -0.56
H -3.21 0.06 1.67
C -2.62 -0.47 0.93
S 2.32 -1.44 -0.25
H -1.75 -1.10 1.10
C -2.31 0.44 -0.25
S -1.09 1.71 0.37
```

Summary:
**Highest occupied orbital energy**: -9.272 eV
**Relative energy (zero: lowest compared OMol25 entry of this formula, charge and spin)**: 0.831 eV
**Gap between HOMO and LUMO**: 7.828 eV
**Total energy**: -2086.7221 a.u.
**Net charge**: 0
**Multiplicity**: 1



# C42H58N2O7S

A 3-piece molecular cluster, C42H58N2O7S overall in a non-equilibrium geometry (ωB97M-V/def2-TZVPD, the Open Molecules 2025 dataset).

The geometry in XYZ format:
```
110
Properties=species:S:1:pos:R:3
H -3.17 1.09 2.08
H -3.11 -1.74 7.06
H -0.62 2.05 0.42
H 4.93 6.84 -0.97
O -1.66 -0.41 6.53
H -0.19 -2.11 0.23
C -5.80 -5.57 3.96
H 4.05 -4.80 -5.11
H 1.32 0.49 0.07
H -2.24 2.64 2.62
H -0.19 -2.47 7.59
C 1.91 -5.42 -6.54
C 2.71 6.06 -1.41
H 1.50 2.75 -0.22
C 1.17 3.37 -3.78
N -0.38 0.27 -5.99
H -2.00 -2.36 5.84
H -2.84 4.68 -0.50
C 1.66 4.90 -1.24
H 5.77 4.65 0.31
H 1.51 -2.09 -1.20
C -5.78 -0.90 3.90
C 0.48 -2.24 -5.78
H -4.99 -0.83 4.65
H -0.09 -1.36 1.96
H -7.26 -6.86 4.90
H 2.12 -0.44 1.43
H 3.06 8.08 -2.46
H 0.96 2.44 4.85
H 1.78 1.06 5.60
C 2.26 -1.42 -0.62
H 3.05 -3.66 -2.68
H 5.39 -2.07 -1.21
C 1.04 2.21 -4.79
O -5.76 -4.33 3.25
O -0.29 1.06 5.69
C 1.47 -0.58 0.49
H 4.04 -1.70 0.69
H 5.72 -2.40 -4.01
H 5.11 -3.57 -6.07
C 0.73 -0.69 -5.85
H 1.76 6.92 -3.22
H -6.77 -0.77 4.35
H -1.81 4.58 1.03
H -1.25 -0.23 -5.75
C 3.64 3.56 0.12
H 2.19 3.90 -3.68
H 4.51 -0.81 -5.47
C -1.19 -0.11 0.46
C 1.63 -3.28 -5.58
H -4.37 2.76 1.01
O -5.73 -3.19 5.23
H -2.52 1.31 -4.18
C 0.15 4.99 -1.84
C -1.07 1.32 1.17
C -0.55 -0.26 5.79
C -5.73 -3.22 4.02
N 2.55 -6.20 -7.18
C 2.24 -0.23 -5.75
H 2.63 -0.66 -1.41
C -1.39 3.01 -3.09
H 1.34 7.80 -1.65
C 5.04 -3.29 -3.79
H -0.32 1.21 2.05
H 2.97 -3.23 0.52
C 2.21 7.36 -2.25
H -7.54 -5.13 5.18
C 4.51 -2.82 -1.18
C 3.45 -2.35 -0.07
H -1.28 -1.76 8.78
H 0.95 0.87 4.02
C -0.07 3.80 -2.89
H -0.11 6.02 -2.23
C 4.69 4.72 -0.08
C 4.16 5.98 -0.85
C 2.17 3.65 -0.43
H -0.59 -2.65 -5.86
H 3.58 -1.84 -2.95
H -5.08 -5.57 4.79
C -1.24 -2.39 7.88
C -2.44 1.92 1.74
H -1.61 -3.39 8.12
C 3.91 -2.91 -2.67
C 3.44 -1.20 -5.56
H -1.37 -0.03 -0.68
H -0.53 4.75 -0.93
H -2.30 3.32 -2.45
C -1.50 1.83 -4.12
O 1.29 -4.67 -5.49
H -3.69 4.98 1.11
S 2.48 1.62 -5.83
H 4.03 2.63 0.68
O 0.12 -1.15 5.32
C -2.06 -1.77 6.76
H -5.48 -6.34 3.26
H 5.57 -4.22 -3.40
C 0.00 -1.14 0.83
H -7.92 -5.82 3.61
C -2.86 4.35 0.61
H -2.16 -0.60 0.88
H -3.27 2.33 -0.39
H -5.63 -0.11 3.16
C -7.21 -5.87 4.45
C 3.08 -2.73 -5.46
C 0.92 1.36 5.00
C -3.27 2.79 0.65
O -5.73 -2.15 3.21
C -0.29 1.38 -5.01
C 4.35 -3.71 -5.21
H 5.01 -3.84 -0.94
```

Summary:
**Highest occupied orbital energy**: -7.986 eV
**SMILES**: CCCCCCCCCCCCCc1cc2c(cc1OC#N)Nc1ccc(Cc3ccccc3C)cc1S2.CCOC(=O)OC.CCOC(=O)OC
**Gap between HOMO and LUMO**: 7.971 eV
**Total energy**: -2668.9785 a.u.
**Net charge**: 0
**Multiplicity**: 1



# C11H56CdF6N2O24S2

C11H56CdF6N2O24S2 as an isolated structure in a non-equilibrium geometry (ωB97M-V/def2-TZVPD, the Open Molecules 2025 dataset).

The geometry in XYZ format:
```
102
Properties=species:S:1:pos:R:3
O 3.70 4.69 -0.97
O 3.68 -1.47 -4.07
H 3.00 -2.78 2.38
H 3.79 -0.68 4.81
O 2.98 0.19 0.59
F 0.98 0.32 2.73
H 3.92 4.12 -0.24
H 4.32 5.41 -0.92
H 5.18 1.83 -0.59
O 1.23 3.49 -5.85
H -1.44 -0.56 3.40
C -4.19 -4.33 2.39
H -2.18 -3.92 -0.32
O -0.24 -3.16 -1.50
O -1.54 2.42 -6.63
H -1.14 3.21 5.22
H 3.15 -1.71 -1.11
H 4.75 2.30 -1.96
H -0.46 -1.79 -5.46
H -3.73 -3.10 -0.25
H -4.69 -5.13 1.84
C -1.90 -5.14 2.03
O 3.44 1.53 -5.65
O 1.16 4.19 -1.98
O -1.83 4.18 0.38
H 4.19 1.63 -6.25
H -1.80 2.48 -5.71
N 0.54 -0.49 -0.32
O -1.40 -1.99 -5.41
H 2.22 -0.89 5.15
S -0.47 0.38 -1.28
H -1.23 2.45 3.91
C 0.53 0.35 -2.99
H -2.45 -0.96 4.60
H -5.56 -3.00 1.41
C -3.14 -1.54 2.47
H -4.16 -2.43 4.17
H 3.73 0.88 -5.01
H 1.87 4.70 -1.59
H 2.03 4.70 3.87
H 2.96 -1.55 -4.70
H -1.46 -2.62 -4.69
H 2.07 3.93 -6.01
S 1.68 0.74 0.29
F 1.81 0.78 -2.86
O -0.93 2.37 4.82
O 2.48 -2.39 -1.00
O 5.28 1.64 -1.52
H -4.24 -1.19 0.53
O 2.19 -2.34 2.11
O -0.93 -2.42 1.57
H 1.74 -2.16 2.94
H 4.27 -2.19 -4.29
C -4.44 -2.02 3.20
H -0.10 4.28 -3.28
O 4.37 2.32 3.18
H 2.06 3.19 3.77
H -0.88 -5.08 1.66
H -2.48 4.46 -0.27
C -3.68 -0.63 1.29
O 1.91 1.97 -0.49
N -2.24 -2.68 2.17
H 1.17 3.36 -1.50
H -2.81 -0.23 0.77
O -0.69 4.18 -4.03
O 1.95 3.90 4.40
H 5.05 2.82 3.63
Cd 0.79 -2.39 0.20
C -2.51 -0.62 3.57
H -3.22 3.35 -2.72
F -0.06 1.23 -3.84
H -0.58 2.39 -6.61
C -3.16 -3.93 0.16
H -5.11 -1.16 3.28
C 0.92 1.37 1.93
F 1.75 2.29 2.35
O 4.23 -0.06 4.22
H 1.84 -2.36 5.25
H -3.97 -4.73 3.39
H -1.83 -5.52 3.05
H -1.40 3.42 -0.02
F -0.33 1.75 1.72
H -1.16 -2.93 -1.63
O 2.54 -1.74 5.45
H 4.49 1.42 3.46
F 0.48 -0.88 -3.54
C -2.83 -3.95 1.66
H 1.47 2.67 -5.42
H -2.93 0.38 3.48
C -5.14 -3.16 2.40
H -0.08 -3.84 -2.16
O -2.87 2.80 -3.42
H 3.67 -0.04 3.44
H -4.32 0.20 1.60
H -0.10 3.99 -4.76
H 2.63 -2.99 -1.72
O -0.75 1.74 -0.84
H -2.19 -5.96 1.37
H -5.96 -3.45 3.05
H -2.02 3.17 -3.62
H -3.63 -4.83 -0.24
O -1.64 -0.42 -1.46
```

Summary:
**Highest occupied orbital energy**: -6.672 eV
**Relative energy (zero: lowest compared OMol25 entry of this formula, charge and spin)**: 4.917 eV
**Gap between HOMO and LUMO**: 5.306 eV
**Total energy**: -3931.0805 a.u.
**Net charge**: 0
**Multiplicity**: 1



# C16H23F3N6O2

A 7-piece molecular cluster, C16H23F3N6O2 overall (ωB97M-V/def2-TZVPD, the Open Molecules 2025 dataset).

The geometry in XYZ format:
```
50
Properties=species:S:1:pos:R:3
C 2.08 4.42 -1.18
H 2.91 -3.91 4.29
C 2.07 0.74 3.12
H 1.17 0.91 -4.09
C -1.91 2.97 -2.76
H 2.70 1.12 3.93
F -1.96 -5.76 2.99
H 2.68 0.73 2.23
N 0.72 3.71 -5.59
H 1.27 3.22 0.41
F -1.03 -3.82 3.21
H -2.40 4.81 -1.84
C -1.86 -4.44 1.05
C 2.73 -3.39 3.35
C 1.54 1.91 -3.89
F -0.01 -5.38 2.16
N 2.87 4.75 -1.94
O -2.13 -5.25 0.22
C -3.29 -1.29 0.08
O -2.06 -3.15 0.98
N 4.01 -4.67 1.47
H -3.35 -3.34 -0.64
C 0.38 -0.82 0.29
H -1.85 -2.48 -0.95
C 3.42 -4.11 2.28
H -3.65 -0.81 -0.84
H -4.16 -1.44 0.72
H -2.63 -0.61 0.61
C -2.65 -2.62 -0.22
H 1.17 2.21 -2.91
C -1.21 -4.85 2.39
H 2.63 1.88 -3.90
H 1.67 -3.31 3.11
C 0.12 0.04 -0.86
C 1.03 4.08 -0.21
N 0.53 -1.46 1.23
H -3.50 4.28 -3.10
C 0.93 1.65 2.98
N -1.48 1.91 -2.72
H 0.05 1.11 -0.67
H 0.08 3.92 -0.72
H 1.73 -0.25 3.40
H 0.94 4.97 0.42
N 0.05 2.37 2.86
H -0.88 -0.20 -1.21
H 0.82 -0.17 -1.66
H 3.02 -2.34 3.34
C 1.08 2.92 -4.84
C -2.45 4.31 -2.81
H -1.98 4.94 -3.56
```

Summary:
**Highest occupied orbital energy**: -11.280 eV
**SMILES**: CCOC(=O)C(F)(F)F.CC#N.CC#N.CC#N.CC#N.CC#N.CC#N
**Gap between HOMO and LUMO**: 11.410 eV
**Total energy**: -1402.0436 a.u.
**Net charge**: 0
**Multiplicity**: 1